No. 1
C36H40N6O6PtS as an isolated structure in a non-equilibrium geometry, computed with ωB97M-V/def2-TZVPD.

Output
Energy above the lowest of the compared OMol25 structures with the same formula, charge and spin in kcal per mole: 56.24
2S+1: 1
HOMO-LUMO gap (spin up / spin down) in eV: 6.65 / 6.66
E_LUMO (spin up / spin down) in eV: -1.03 / -1.03

Geometry (Å):
Pt1 0.160 -0.066 0.044
S1 2.412 0.457 3.178
O1 -1.116 1.052 2.367
O2 0.696 -0.401 -1.996
O3 3.317 1.523 2.825
O4 -0.107 3.189 -0.344
O5 2.955 -0.868 3.271
O6 3.036 -0.981 -0.251
N1 0.703 2.079 -0.289
N2 1.092 0.493 2.217
N3 -4.136 -0.514 0.036
N4 2.351 0.048 -0.280
N5 -1.921 -0.037 -0.504
N6 -2.508 -2.065 0.450
C1 -0.005 0.936 2.877
C2 -7.278 -2.242 2.216
C3 1.202 -1.641 -2.379
C4 -3.357 3.395 -0.316
C5 -6.447 -1.181 0.200
C6 -0.612 1.721 5.269
C7 -1.257 -2.619 0.783
C8 -4.968 -1.596 2.074
C9 -3.401 3.734 -1.660
C10 -1.296 -3.942 1.250
C11 2.477 3.744 -0.445
C12 1.106 -2.546 1.131
C13 1.173 1.574 6.899
C14 -2.932 2.839 -2.612
C15 -2.399 1.254 -0.905
C16 -1.992 0.597 -3.306
C17 -6.016 -2.164 2.785
C18 -0.143 1.893 6.566
C19 -2.849 2.157 0.062
C20 -6.679 -0.637 -1.185
C21 1.567 0.933 4.658
C22 -2.808 -0.832 0.028
C23 -0.060 -1.922 0.697
C24 1.945 2.351 -0.348
C25 2.038 -1.495 -3.642
C26 0.157 -2.751 -2.477
C27 0.264 1.231 4.321
C28 2.055 1.091 5.940
C29 -0.115 -4.541 1.648
C30 -2.435 1.585 -2.262
C31 -5.178 -1.121 0.783
C32 2.870 1.230 -0.309
C33 -7.483 -1.745 0.936
C34 -2.597 -4.703 1.313
C35 1.083 -3.846 1.602
C36 4.352 1.414 -0.288
H1 -1.630 1.968 4.994
H2 -8.102 -2.673 2.770
H3 0.628 -3.698 -2.750
H4 -0.593 -2.497 -3.236
H5 -6.567 0.451 -1.214
H6 -3.711 4.085 0.439
H7 -1.002 2.844 -0.210
H8 -0.349 -2.874 -1.522
H9 -3.303 -4.257 2.022
H10 -2.414 -5.724 1.641
H11 1.518 1.713 7.917
H12 2.504 -2.449 -3.891
H13 3.079 0.840 6.185
H14 -3.304 -2.634 0.685
H15 -0.809 2.275 7.330
H16 -2.087 1.022 -4.305
H17 2.002 -4.316 1.933
H18 2.043 -2.016 1.097
H19 -0.956 0.303 -3.136
H20 -3.993 -1.490 2.536
H21 -0.138 -5.561 2.013
H22 -4.377 0.312 -0.488
H23 2.819 -0.747 -3.494
H24 -8.470 -1.797 0.491
H25 1.407 -1.175 -4.478
H26 -3.087 -4.755 0.336
H27 4.831 0.469 -0.525
H28 -3.811 4.687 -1.968
H29 -7.687 -0.873 -1.521
H30 -2.591 -0.316 -3.252
H31 1.724 4.460 -0.140
H32 3.358 3.849 0.186
H33 4.666 2.173 -1.007
H34 1.913 -1.958 -1.597
H35 -2.782 1.873 1.105
H36 4.671 1.716 0.714
H37 2.758 3.959 -1.478
H38 -2.957 3.114 -3.660
H39 -5.843 -2.530 3.790
H40 -5.971 -1.060 -1.901

---

No. 2
C36H40N6O6PtS as an isolated structure in a non-equilibrium geometry, computed with ωB97M-V/def2-TZVPD.

Output
2S+1: 5
HOMO-LUMO gap (spin up / spin down) in eV: 7.08 / 6.41
E_LUMO (spin up / spin down) in eV: 0.40 / -1.53

Geometry (Å):
Pt1 -0.476 -0.896 0.943
S1 3.343 -0.398 4.139
O1 3.791 -1.595 4.793
O2 1.661 -0.479 0.841
O3 -0.120 -2.254 2.997
O4 0.758 -3.377 -0.532
O5 3.002 0.727 4.960
O6 -3.401 -0.645 0.844
N1 -1.203 2.309 -0.204
N2 2.113 -0.723 3.103
N3 -0.593 0.252 -1.096
N4 -2.385 -1.392 0.684
N5 -0.930 2.083 -2.482
N6 -0.281 -2.801 0.069
C1 0.417 -2.186 -4.360
C2 4.437 0.502 0.525
C3 -2.576 -2.725 0.199
C4 -3.966 -3.260 0.124
C5 -0.986 0.811 3.210
C6 -1.560 3.127 3.342
C7 -0.881 1.499 -1.229
C8 0.288 -3.579 3.076
C9 1.412 -1.600 -3.588
C10 1.063 -0.785 -2.524
C11 -0.850 5.182 -4.455
C12 3.817 0.108 1.695
C13 2.411 -0.388 1.879
C14 -2.020 2.991 -4.905
C15 -1.290 -1.122 -2.997
C16 0.434 5.551 -2.467
C17 -0.277 -0.543 -2.221
C18 5.830 0.478 2.972
C19 -0.929 0.877 1.812
C20 0.167 4.251 -2.059
C21 -0.825 -4.352 3.800
C22 5.773 0.884 0.588
C23 -1.837 4.548 1.297
C24 1.607 -3.709 3.842
C25 -2.748 -0.863 -2.699
C26 -1.522 3.229 1.962
C27 -0.915 -1.943 -4.061
C28 4.502 0.110 2.888
C29 -1.474 -3.441 -0.153
C30 -1.513 -4.834 -0.714
C31 -0.070 6.021 -3.668
C32 -0.636 3.422 -2.841
C33 -1.290 1.924 3.975
C34 -1.152 3.886 -4.057
C35 -1.203 2.093 1.201
C36 6.464 0.864 1.796
H1 -0.882 -4.036 4.844
H2 0.432 -4.024 2.090
H3 1.533 -3.224 4.814
H4 -2.854 2.593 -4.320
H5 1.830 -4.768 3.964
H6 -1.789 -4.166 3.321
H7 -1.591 -4.816 -1.805
H8 0.677 -2.833 -5.189
H9 0.147 7.029 -3.997
H10 2.417 -3.228 3.291
H11 -0.600 -5.417 3.748
H12 1.502 -2.808 -0.277
H13 -0.771 -0.125 3.707
H14 -1.002 4.917 0.691
H15 3.887 0.507 -0.408
H16 7.508 1.151 1.822
H17 -1.504 3.224 -0.483
H18 -4.664 -2.431 0.189
H19 6.285 1.200 -0.314
H20 -2.424 3.542 -5.752
H21 -1.692 -2.400 -4.668
H22 -2.359 -5.389 -0.312
H23 0.609 3.874 -1.145
H24 -2.904 -0.626 -1.646
H25 -1.806 4.005 3.931
H26 -0.595 -5.362 -0.463
H27 -1.458 2.138 -5.302
H28 1.817 -0.321 -1.894
H29 -4.158 -3.934 0.965
H30 -4.128 -3.811 -0.802
H31 -3.349 -1.738 -2.954
H32 1.051 6.188 -1.845
H33 -2.722 4.479 0.653
H34 -0.908 1.418 -3.238
H35 -1.306 1.855 5.056
H36 -1.242 5.544 -5.399
H37 -2.047 5.302 2.054
H38 2.456 -1.789 -3.810
H39 -3.129 -0.023 -3.287
H40 6.353 0.461 3.921

---

No. 3
C36H41BClN10O3Y as an isolated structure in a non-equilibrium geometry, computed with ωB97M-V/def2-TZVPD.

Output
Energy above the lowest of the compared OMol25 structures with the same formula, charge and spin in kcal per mole: 21.48
2S+1: 2
HOMO-LUMO gap (spin up / spin down) in eV: 6.92 / 8.10
Charge: +1
E_LUMO (spin up / spin down) in eV: -2.97 / -3.27

Geometry (Å):
Y1 0.343 0.265 0.549
Cl1 2.002 -1.386 2.156
O1 -2.156 1.119 0.641
O2 -1.978 0.326 4.092
O3 -0.609 -0.017 2.382
N1 -0.913 1.295 -2.114
N2 1.144 2.193 2.023
N3 -3.027 0.310 -3.752
N4 2.814 0.864 0.281
N5 -1.516 -1.173 -1.417
N6 -1.874 -0.389 -3.699
N7 -0.942 -1.413 -0.211
N8 1.414 -0.716 -1.824
N9 -0.063 1.762 -1.160
N10 0.491 -0.571 -2.804
C1 3.352 1.858 1.175
C2 5.192 3.178 2.013
C3 2.962 3.616 2.818
C4 -3.127 -1.347 -5.249
C5 -2.521 -2.042 -1.611
C6 1.444 -5.777 2.993
C7 -3.788 -0.240 -4.676
C8 1.690 -3.558 0.042
C9 0.910 3.991 -0.545
C10 -1.360 -2.968 1.716
C11 -3.900 -0.075 1.876
C12 4.693 2.146 1.207
C13 1.562 -5.357 1.693
C14 1.686 -3.977 1.354
C15 4.340 3.917 2.786
C16 -1.616 -2.421 0.358
C17 0.733 3.945 3.617
C18 2.455 2.557 2.017
C19 2.045 4.327 3.620
C20 0.336 2.864 2.815
C21 -3.281 2.325 2.434
C22 1.442 -4.857 4.041
C23 -5.152 0.282 -4.959
C24 1.070 -0.647 -4.011
C25 1.756 -3.081 2.463
C26 2.410 -0.892 -3.830
C27 -2.621 -2.855 -0.510
C28 -0.716 3.465 -2.455
C29 3.885 -1.220 -1.769
C30 -1.704 0.386 2.913
C31 2.582 -0.939 -2.442
C32 -1.927 -1.415 -4.589
C33 0.058 3.082 -1.360
C34 1.605 -3.505 3.763
C35 -1.302 2.306 -2.904
C36 -2.780 0.965 1.930
B1 -0.972 -0.209 -2.508
H1 -1.135 -2.132 -4.661
H2 1.731 -2.516 -0.223
H3 -5.414 0.129 -6.003
H4 4.707 4.730 3.394
H5 3.161 -1.032 -4.579
H6 1.326 -5.185 5.062
H7 -2.308 -3.102 2.236
H8 6.250 3.387 2.004
H9 -0.693 2.546 2.841
H10 2.393 5.152 4.223
H11 -5.200 1.341 -4.718
H12 1.564 -6.072 0.885
H13 -3.483 -1.986 -6.031
H14 1.362 -6.828 3.209
H15 -0.884 -3.946 1.646
H16 2.896 1.211 -0.679
H17 1.056 4.918 -1.093
H18 0.424 4.232 0.400
H19 -3.308 -3.656 -0.350
H20 -4.753 0.300 1.311
H21 -4.314 2.507 2.141
H22 3.751 -1.577 -0.749
H23 -0.819 4.450 -2.860
H24 5.374 1.567 0.599
H25 -4.208 -0.309 2.892
H26 -0.742 -2.296 2.307
H27 4.528 -0.337 -1.780
H28 -1.976 2.141 -3.720
H29 1.888 3.562 -0.331
H30 -2.857 1.377 0.021
H31 -0.002 4.449 4.223
H32 -3.534 -0.986 1.402
H33 1.616 -4.271 -0.758
H34 -3.227 2.343 3.520
H35 -2.667 3.130 2.023
H36 0.509 -0.511 -4.913
H37 -5.883 -0.239 -4.338
H38 1.610 -2.784 4.565
H39 4.408 -1.995 -2.326
H40 -3.128 -2.049 -2.488
H41 3.414 0.038 0.326